(1)
{"formula": "C26H19I2N3OReS", "method": "ωB97M-V/def2-TZVPD", "homo_ev": [-13.39, -13.39], "mol_weight_g_mol": 861.540, "lumo_ev": [-7.9, -7.7], "orbital_gap_ev": [5.488, 5.681], "spin_multiplicity": 2, "total_energy_ha": -2313.03257, "charge": 2, "elements": ["Re", "I", "C", "C", "C", "I", "C", "O", "C", "C", "N", "C", "C", "C", "C", "C", "C", "N", "C", "H", "H", "H", "H", "H", "H", "H", "H", "H", "H", "H", "S", "C", "C", "C", "C", "C", "C", "N", "C", "C", "C", "C", "C", "C", "C", "H", "H", "H", "H", "H", "H", "H", "H"], "coordinates": [[0.175, -0.169, 0.193], [5.898, 4.361, -1.807], [4.468, 2.899, -1.502], [4.863, 1.603, -1.191], [3.908, 0.614, -0.985], [4.479, -1.311, -0.466], [2.578, 0.952, -1.113], [1.589, -0.022, -0.950], [2.162, 2.237, -1.405], [0.693, 2.518, -1.464], [0.044, 2.154, -0.171], [-1.402, 2.433, -0.197], [-2.122, 1.324, -0.906], [-3.214, 1.530, -1.713], [-3.871, 0.436, -2.266], [-3.420, -0.846, -1.996], [-2.306, -1.004, -1.203], [-1.659, 0.063, -0.671], [3.118, 3.223, -1.598], [5.913, 1.359, -1.104], [0.207, 1.926, -2.245], [0.516, 3.572, -1.684], [0.478, 2.715, 0.554], [-1.636, 3.391, -0.665], [-1.766, 2.472, 0.833], [-3.555, 2.539, -1.902], [-4.730, 0.588, -2.908], [-3.913, -1.719, -2.401], [-1.898, -1.975, -0.970], [2.813, 4.235, -1.831], [-0.453, -1.902, 4.249], [-0.419, -0.178, 4.491], [-0.521, 0.503, 5.698], [-0.462, 1.881, 5.663], [-0.311, 2.557, 4.451], [-0.218, 1.870, 3.254], [-0.267, 0.484, 3.278], [-0.213, -0.410, 2.175], [-0.279, -1.705, 2.591], [-0.136, -2.749, 1.608], [-0.198, -4.115, 1.877], [0.063, -5.001, 0.848], [0.387, -4.515, -0.416], [0.424, -3.147, -0.679], [0.150, -2.235, 0.337], [-0.639, -0.028, 6.633], [-0.532, 2.441, 6.585], [-0.269, 3.638, 4.449], [-0.102, 2.406, 2.328], [-0.439, -4.485, 2.868], [0.023, -6.067, 1.027], [0.609, -5.215, -1.211], [0.684, -2.805, -1.674]], "nbo_charge": [1.58, 0.26, -0.15, -0.24, -0.20, 0.25, 0.27, -0.60, -0.10, -0.24, -0.64, -0.27, 0.25, -0.23, -0.05, -0.24, 0.11, -0.51, -0.21, 0.26, 0.22, 0.23, 0.41, 0.23, 0.25, 0.26, 0.26, 0.27, 0.25, 0.24, 0.61, -0.25, -0.17, -0.18, -0.15, -0.25, 0.19, -0.60, 0.13, -0.12, -0.16, -0.19, -0.14, -0.23, -0.29, 0.25, 0.25, 0.24, 0.19, 0.23, 0.25, 0.24, 0.23]}

(2)
{"formula": "C26H19N2O4S4Tc", "method": "ωB97M-V/def2-TZVPD", "homo_ev": [-10.75, -10.75], "mol_weight_g_mol": 649.716, "lumo_ev": [-5.0, -5.5], "orbital_gap_ev": [5.721, 5.292], "spin_multiplicity": 2, "total_energy_ha": -3085.94220, "charge": 1, "elements": ["Tc", "S", "C", "C", "C", "C", "C", "C", "S", "C", "C", "C", "C", "C", "C", "C", "S", "C", "C", "C", "C", "C", "C", "S", "N", "H", "H", "H", "H", "H", "H", "H", "H", "H", "H", "H", "H", "H", "H", "H", "O", "C", "C", "C", "C", "C", "C", "C", "O", "N", "O", "O", "H", "H", "H", "H"], "coordinates": [[0.929, 0.098, -0.831], [1.375, -0.664, -2.988], [-0.139, -0.222, -3.756], [-0.164, 0.036, -5.127], [-1.341, 0.433, -5.734], [-2.511, 0.547, -4.993], [-2.514, 0.251, -3.636], [-1.332, -0.119, -3.022], [-1.264, -0.654, -1.326], [-2.102, 0.678, -0.385], [-1.360, 0.998, 0.886], [-2.034, 1.448, 2.005], [-1.309, 1.792, 3.134], [0.070, 1.660, 3.130], [0.686, 1.185, 1.987], [2.162, 0.911, 1.920], [2.835, 1.197, 0.251], [2.444, 2.923, 0.068], [3.203, 3.848, 0.776], [2.911, 5.196, 0.669], [1.874, 5.607, -0.160], [1.135, 4.683, -0.878], [1.410, 3.320, -0.776], [0.519, 2.186, -1.796], [-0.022, 0.887, 0.892], [0.749, -0.055, -5.700], [-1.350, 0.651, -6.793], [-3.430, 0.848, -5.476], [-3.436, 0.296, -3.070], [-2.098, 1.553, -1.038], [-3.122, 0.376, -0.162], [-3.111, 1.526, 1.990], [-1.818, 2.154, 4.017], [0.661, 1.910, 3.999], [2.716, 1.520, 2.632], [2.356, -0.142, 2.138], [4.020, 3.513, 1.402], [3.496, 5.921, 1.217], [1.645, 6.659, -0.255], [0.339, 5.011, -1.533], [1.560, -1.646, -0.007], [1.502, -2.828, 0.434], [0.437, -3.438, 1.098], [0.615, -4.812, 1.435], [-0.379, -5.485, 2.054], [-1.611, -4.860, 2.394], [-1.814, -3.556, 2.109], [-0.806, -2.749, 1.447], [-0.992, -1.539, 1.216], [-0.190, -6.901, 2.381], [0.871, -7.412, 2.087], [-1.104, -7.465, 2.947], [2.401, -3.434, 0.278], [1.535, -5.325, 1.191], [-2.367, -5.453, 2.890], [-2.741, -3.062, 2.368]], "nbo_charge": [0.32, 0.33, -0.25, -0.18, -0.19, -0.16, -0.25, -0.11, 0.59, -0.57, 0.31, -0.23, -0.10, -0.23, 0.25, -0.57, 0.52, -0.25, -0.13, -0.22, -0.17, -0.21, -0.18, 0.11, -0.45, 0.24, 0.24, 0.23, 0.23, 0.27, 0.26, 0.24, 0.24, 0.24, 0.25, 0.27, 0.22, 0.23, 0.23, 0.23, -0.66, 0.41, -0.27, -0.09, -0.06, -0.13, -0.29, 0.49, -0.72, 0.54, -0.38, -0.37, 0.17, 0.25, 0.26, 0.23]}

(3)
{"formula": "C26H19N3O", "method": "ωB97M-V/def2-TZVPD", "homo_ev": -6.10, "mol_weight_g_mol": 389.458, "lumo_ev": -3.3, "orbital_gap_ev": 2.786, "total_energy_ha": -1241.54251, "elements": ["C", "O", "C", "C", "C", "C", "C", "C", "C", "C", "C", "C", "C", "C", "C", "C", "C", "C", "C", "C", "C", "H", "H", "H", "H", "H", "H", "H", "H", "H", "H", "H", "H", "H", "H", "H", "C", "C", "C", "C", "C", "C", "N", "N", "N", "H", "H", "H", "H"], "coordinates": [[-3.919, -0.305, -3.967], [-4.248, -0.902, -2.689], [-3.559, -0.399, -1.626], [-3.830, -0.950, -0.347], [-3.124, -0.517, 0.753], [-2.138, 0.495, 0.635], [-1.251, 0.847, 1.703], [-0.532, 2.103, 1.770], [0.617, 1.922, 2.616], [1.545, 2.944, 2.770], [1.289, 4.180, 2.155], [0.122, 4.383, 1.392], [-0.784, 3.339, 1.175], [0.553, 0.572, 3.165], [-0.639, -0.067, 2.648], [-0.931, -1.382, 3.005], [-0.060, -2.050, 3.876], [1.114, -1.435, 4.350], [1.431, -0.117, 3.987], [-1.922, 1.076, -0.642], [-2.590, 0.627, -1.762], [-4.530, -0.821, -4.707], [-4.158, 0.769, -3.952], [-2.850, -0.448, -4.187], [-4.586, -1.730, -0.274], [-3.336, -0.943, 1.731], [2.439, 2.772, 3.369], [1.996, 5.001, 2.280], [-0.081, 5.363, 0.958], [-1.686, 3.479, 0.580], [-1.820, -1.868, 2.612], [-0.293, -3.072, 4.177], [1.788, -1.989, 5.004], [2.341, 0.376, 4.332], [-1.160, 1.844, -0.769], [-2.349, 1.059, -2.737], [-4.099, 1.478, 7.485], [-3.604, 1.342, 6.182], [-4.479, 1.653, 5.131], [-5.824, 2.087, 5.391], [-6.309, 2.219, 6.701], [-5.425, 1.909, 7.739], [-6.417, 2.306, 4.153], [-5.493, 2.022, 3.219], [-4.318, 1.626, 3.751], [-3.449, 1.246, 8.334], [-2.593, 1.014, 5.933], [-7.338, 2.553, 6.845], [-5.761, 1.998, 8.777]], "nbo_charge": [-0.26, -0.46, 0.40, -0.26, -0.07, -0.19, 0.34, -0.07, -0.02, -0.19, -0.14, -0.22, -0.14, 0.10, -0.18, -0.05, -0.24, -0.14, -0.23, -0.03, -0.35, 0.22, 0.19, 0.19, 0.25, 0.24, 0.22, 0.23, 0.23, 0.24, 0.22, 0.23, 0.23, 0.23, 0.22, 0.24, -0.25, -0.24, 0.02, 0.09, -0.24, -0.26, -0.36, -0.11, -0.42, 0.20, 0.19, 0.21, 0.20]}

(4)
{"formula": "C26H20Br2F5N3O2SW", "method": "ωB97M-V/def2-TZVPD", "homo_ev": [-13.53, -13.56], "mol_weight_g_mol": 877.170, "lumo_ev": [-7.0, -7.1], "orbital_gap_ev": [6.563, 6.501], "spin_multiplicity": 3, "total_energy_ha": -7429.64771, "charge": 2, "elements": ["W", "F", "C", "C", "F", "C", "F", "C", "S", "C", "F", "C", "F", "O", "C", "C", "C", "C", "C", "C", "C", "C", "N", "H", "H", "H", "H", "H", "H", "H", "H", "H", "H", "H", "C", "C", "C", "C", "C", "C", "Br", "C", "C", "Br", "C", "O", "C", "N", "H", "H", "H", "H", "H", "H", "C", "C", "N", "H", "H", "H"], "coordinates": [[-0.596, 0.474, 0.128], [3.997, 0.616, -5.265], [3.030, 0.933, -4.429], [2.853, 0.202, -3.266], [3.643, -0.828, -2.992], [1.839, 0.552, -2.405], [1.679, -0.184, -1.289], [0.970, 1.603, -2.656], [-0.275, 2.166, -1.534], [1.166, 2.314, -3.834], [0.370, 3.336, -4.128], [2.182, 1.989, -4.714], [2.346, 2.682, -5.828], [-0.708, -0.923, -1.732], [-1.663, -0.619, -2.801], [-2.902, -1.470, -2.664], [-3.273, -1.639, -1.197], [-3.649, -0.433, -0.366], [-4.981, -0.060, -0.307], [-5.462, 0.669, 0.765], [-4.595, 0.926, 1.817], [-3.263, 0.642, 1.647], [-2.751, 0.094, 0.519], [-0.377, -1.824, -1.834], [-1.169, -0.749, -3.760], [-1.894, 0.431, -2.678], [-2.743, -2.465, -3.084], [-3.708, -1.008, -3.236], [-2.460, -2.137, -0.677], [-4.128, -2.313, -1.133], [-5.659, -0.439, -1.064], [-6.505, 0.957, 0.816], [-4.941, 1.353, 2.749], [-2.560, 0.859, 2.432], [-2.621, 3.412, 0.273], [-1.736, 3.157, 1.453], [-1.830, 4.023, 2.556], [-1.009, 3.894, 3.642], [0.018, 2.929, 3.622], [1.030, 2.754, 4.599], [0.976, 3.749, 6.191], [2.055, 1.878, 4.386], [2.123, 1.122, 3.197], [3.562, -0.031, 2.882], [1.134, 1.229, 2.263], [1.088, 0.563, 1.089], [0.078, 2.119, 2.485], [-0.845, 2.161, 1.458], [-3.600, 3.763, 0.597], [-2.749, 2.548, -0.371], [-2.173, 4.205, -0.331], [-2.576, 4.806, 2.526], [-1.112, 4.554, 4.494], [2.837, 1.768, 5.126], [-0.421, -3.379, 2.914], [-0.567, -2.203, 2.069], [-0.642, -1.267, 1.418], [-1.375, -3.622, 3.378], [0.320, -3.184, 3.689], [-0.088, -4.224, 2.312]], "nbo_charge": [1.68, -0.25, 0.32, 0.28, -0.27, 0.32, -0.30, -0.33, -0.03, 0.40, -0.28, 0.27, -0.26, -0.74, -0.07, -0.43, -0.45, 0.27, -0.24, -0.09, -0.24, 0.06, -0.55, 0.52, 0.22, 0.21, 0.23, 0.24, 0.22, 0.26, 0.25, 0.26, 0.26, 0.22, -0.67, 0.32, -0.27, -0.07, -0.06, -0.07, 0.15, -0.23, -0.09, 0.16, 0.21, -0.68, 0.12, -0.53, 0.25, 0.22, 0.28, 0.25, 0.26, 0.27, -0.74, 0.57, -0.50, 0.29, 0.30, 0.29]}

Copy entry 4 word for word.
{"formula": "C26H20Br2F5N3O2SW", "method": "ωB97M-V/def2-TZVPD", "homo_ev": [-13.53, -13.56], "mol_weight_g_mol": 877.170, "lumo_ev": [-7.0, -7.1], "orbital_gap_ev": [6.563, 6.501], "spin_multiplicity": 3, "total_energy_ha": -7429.64771, "charge": 2, "elements": ["W", "F", "C", "C", "F", "C", "F", "C", "S", "C", "F", "C", "F", "O", "C", "C", "C", "C", "C", "C", "C", "C", "N", "H", "H", "H", "H", "H", "H", "H", "H", "H", "H", "H", "C", "C", "C", "C", "C", "C", "Br", "C", "C", "Br", "C", "O", "C", "N", "H", "H", "H", "H", "H", "H", "C", "C", "N", "H", "H", "H"], "coordinates": [[-0.596, 0.474, 0.128], [3.997, 0.616, -5.265], [3.030, 0.933, -4.429], [2.853, 0.202, -3.266], [3.643, -0.828, -2.992], [1.839, 0.552, -2.405], [1.679, -0.184, -1.289], [0.970, 1.603, -2.656], [-0.275, 2.166, -1.534], [1.166, 2.314, -3.834], [0.370, 3.336, -4.128], [2.182, 1.989, -4.714], [2.346, 2.682, -5.828], [-0.708, -0.923, -1.732], [-1.663, -0.619, -2.801], [-2.902, -1.470, -2.664], [-3.273, -1.639, -1.197], [-3.649, -0.433, -0.366], [-4.981, -0.060, -0.307], [-5.462, 0.669, 0.765], [-4.595, 0.926, 1.817], [-3.263, 0.642, 1.647], [-2.751, 0.094, 0.519], [-0.377, -1.824, -1.834], [-1.169, -0.749, -3.760], [-1.894, 0.431, -2.678], [-2.743, -2.465, -3.084], [-3.708, -1.008, -3.236], [-2.460, -2.137, -0.677], [-4.128, -2.313, -1.133], [-5.659, -0.439, -1.064], [-6.505, 0.957, 0.816], [-4.941, 1.353, 2.749], [-2.560, 0.859, 2.432], [-2.621, 3.412, 0.273], [-1.736, 3.157, 1.453], [-1.830, 4.023, 2.556], [-1.009, 3.894, 3.642], [0.018, 2.929, 3.622], [1.030, 2.754, 4.599], [0.976, 3.749, 6.191], [2.055, 1.878, 4.386], [2.123, 1.122, 3.197], [3.562, -0.031, 2.882], [1.134, 1.229, 2.263], [1.088, 0.563, 1.089], [0.078, 2.119, 2.485], [-0.845, 2.161, 1.458], [-3.600, 3.763, 0.597], [-2.749, 2.548, -0.371], [-2.173, 4.205, -0.331], [-2.576, 4.806, 2.526], [-1.112, 4.554, 4.494], [2.837, 1.768, 5.126], [-0.421, -3.379, 2.914], [-0.567, -2.203, 2.069], [-0.642, -1.267, 1.418], [-1.375, -3.622, 3.378], [0.320, -3.184, 3.689], [-0.088, -4.224, 2.312]], "nbo_charge": [1.68, -0.25, 0.32, 0.28, -0.27, 0.32, -0.30, -0.33, -0.03, 0.40, -0.28, 0.27, -0.26, -0.74, -0.07, -0.43, -0.45, 0.27, -0.24, -0.09, -0.24, 0.06, -0.55, 0.52, 0.22, 0.21, 0.23, 0.24, 0.22, 0.26, 0.25, 0.26, 0.26, 0.22, -0.67, 0.32, -0.27, -0.07, -0.06, -0.07, 0.15, -0.23, -0.09, 0.16, 0.21, -0.68, 0.12, -0.53, 0.25, 0.22, 0.28, 0.25, 0.26, 0.27, -0.74, 0.57, -0.50, 0.29, 0.30, 0.29]}